# 1
Molecular formula: C52H43ClN3O4PtS3
Method: DFT, wB97M-V/def2-TZVPD

Each line ends with the Mulliken charge.
Positions of all 107 atoms, in Å:
Pt (0.87375, 2.78048, 1.13980)  0.745
C (-5.75814, -0.52276, -3.29897)  -1.686
C (-4.41078, -0.27567, -2.68343)  0.874
C (-4.24310, -0.30101, -1.30338)  -1.040
C (-2.98885, -0.12274, -0.73541)  0.801
C (-1.89326, 0.07960, -1.55824)  1.046
C (-2.03520, 0.10991, -2.94125)  -0.645
C (-3.29142, -0.05798, -3.49313)  -1.003
S (-0.31094, 0.27863, -0.76707)  1.509
O (0.28838, 1.56433, -1.32677)  -0.500
C (0.56554, -1.05341, -1.57882)  0.385
C (1.45822, -0.78327, -2.63563)  -0.817
C (2.18048, -1.80559, -3.17677)  -1.420
C (2.04419, -3.12910, -2.68688)  0.601
C (2.79480, -4.19961, -3.23176)  -1.075
C (2.63830, -5.46972, -2.75948)  -0.731
C (1.72203, -5.73334, -1.71722)  -0.842
C (0.98736, -4.72273, -1.16822)  -0.639
C (1.13307, -3.39136, -1.63504)  1.299
C (0.38801, -2.31441, -1.07406)  -0.915
C (-0.62332, -2.55844, -0.00047)  -0.862
C (-1.87225, -3.15994, -0.36477)  1.444
C (-2.16968, -3.52911, -1.69999)  -0.742
C (-3.38645, -4.06056, -2.02154)  -0.977
C (-4.36741, -4.25749, -1.02725)  -0.825
C (-4.10677, -3.91090, 0.26771)  -0.947
C (-2.85852, -3.35077, 0.62984)  0.870
C (-2.58961, -2.95153, 1.96700)  -1.391
C (-1.40379, -2.37428, 2.29470)  -0.849
C (-0.41978, -2.18115, 1.29933)  1.269
S (1.06987, -1.28353, 1.78945)  1.009
O (0.64947, -0.37780, 2.89034)  -0.651
C (1.89663, -2.67267, 2.56137)  0.016
C (2.58958, -3.58512, 1.78253)  -0.262
C (3.22113, -4.65438, 2.39766)  -1.048
C (3.18266, -4.81058, 3.78134)  1.100
C (3.88634, -5.95769, 4.45131)  -1.492
C (2.49760, -3.86335, 4.53967)  -0.984
C (1.85609, -2.79093, 3.94036)  -0.493
H (-6.56248, -0.26929, -2.61021)  0.418
H (-5.86434, -1.57903, -3.55683)  0.248
H (-5.89041, 0.05318, -4.21422)  0.436
H (-5.09996, -0.47235, -0.66291)  0.401
H (-2.85064, -0.14991, 0.33759)  -1.198
H (-1.16813, 0.25312, -3.57615)  0.493
H (-3.41166, -0.03806, -4.56982)  0.459
H (1.54978, 0.23077, -3.00401)  0.835
H (2.86781, -1.62026, -3.99351)  0.484
H (3.49352, -3.99221, -4.03292)  0.475
H (3.21467, -6.28151, -3.18276)  0.414
H (1.60324, -6.74550, -1.35365)  0.487
H (0.28893, -4.92911, -0.36731)  0.594
H (-1.42579, -3.38185, -2.47273)  0.529
H (-3.59823, -4.33871, -3.04613)  0.471
H (-5.32377, -4.68869, -1.29301)  0.449
H (-4.85294, -4.05939, 1.03897)  0.466
H (-3.35373, -3.10213, 2.72025)  0.400
H (-1.20141, -2.03039, 3.30138)  0.556
H (2.64136, -3.46593, 0.70658)  0.572
H (3.76216, -5.37396, 1.79480)  0.343
H (4.23559, -6.68873, 3.72384)  0.350
H (3.22558, -6.46495, 5.15481)  0.366
H (4.75193, -5.60400, 5.01405)  0.325
H (2.47065, -3.96444, 5.61825)  0.401
H (1.33798, -2.03933, 4.52246)  0.533
Cl (3.14023, 3.72738, 3.17952)  -0.197
C (1.95943, 2.44026, 2.77026)  -0.881
H (1.38347, 2.25500, 3.66737)  0.535
H (2.54340, 1.55792, 2.50485)  0.269
C (-2.69794, 1.13634, 2.56710)  -0.978
O (-1.63476, 1.50626, 1.68109)  0.385
C (-0.68666, 2.33627, 2.25745)  0.354
O (-0.94045, 2.84325, 3.32367)  -0.578
H (-3.27754, 0.36895, 2.05572)  0.200
H (-3.33543, 1.98625, 2.81059)  0.265
H (-2.29485, 0.73082, 3.49359)  0.263
N (3.17024, 1.84159, -1.26211)  -0.155
C (3.27422, 3.12757, -0.91823)  0.321
N (2.45563, 3.71583, -0.07754)  0.500
C (2.84820, 5.03949, 0.15289)  -0.476
C (2.26067, 5.91492, 1.06188)  -0.539
C (2.75930, 7.20186, 1.16127)  -0.776
C (3.83541, 7.62266, 0.37817)  -0.697
C (4.44739, 6.75165, -0.50631)  -0.458
C (3.94222, 5.46266, -0.60203)  0.852
S (4.53085, 4.13881, -1.57955)  -0.339
H (2.30289, 1.37303, -1.03110)  -0.351
H (3.80370, 1.42766, -1.92109)  0.290
H (1.46350, 5.55709, 1.70161)  0.491
H (2.32297, 7.88603, 1.87698)  0.438
H (4.21217, 8.63117, 0.47906)  0.416
H (5.30010, 7.06437, -1.09366)  0.437
C (0.59507, 4.64365, -2.35605)  -1.130
C (-0.50281, 4.65117, -1.55385)  0.849
C (-0.60680, 5.61159, -0.49928)  -0.557
C (-1.63019, 5.52953, 0.40463)  -0.657
C (-2.57903, 4.50527, 0.25489)  0.873
C (-2.54577, 3.58417, -0.80343)  -0.194
C (-1.51724, 3.65224, -1.70111)  -0.427
C (-3.63702, 4.39347, 1.21843)  -0.337
N (-4.48375, 4.29545, 1.98805)  -0.472
H (1.37588, 5.38833, -2.24435)  0.434
H (0.72105, 3.87933, -3.11386)  0.226
H (0.14978, 6.37902, -0.41146)  0.703
H (-1.70908, 6.21675, 1.23451)  0.512
H (-3.30690, 2.82056, -0.87786)  0.606
H (-1.44548, 2.94702, -2.51444)  0.546

Results
Net charge: +1
F_max, eV Å⁻¹: 0.6
Orbital gap (alpha / beta), eV: 4.318 / 4.318
Molecular weight, u: 1100.66
E_LUMO (alpha / beta), eV: -5.825 / -5.826

# 2
Molecular formula: C52H43N5O2PtS
Method: DFT, wB97M-V/def2-TZVPD

Each line ends with the Mulliken charge.
Positions of all 104 atoms, in Å:
Pt (-0.48867, 1.60096, 0.28608)  0.818
O (-1.12692, 1.26708, 2.04754)  -0.049
C (-0.38286, 0.70569, 3.11556)  2.416
C (0.75416, -0.16373, 2.54807)  -1.146
C (1.82312, 0.66140, 1.90692)  0.450
C (3.10145, 0.70329, 2.43289)  -0.767
C (4.05378, 1.51581, 1.84657)  -1.190
C (3.71381, 2.23440, 0.71732)  -0.547
C (2.42742, 2.15273, 0.20896)  0.657
C (2.05803, 2.91067, -1.03231)  -2.698
C (1.19743, 2.16140, -2.06407)  1.899
O (-0.10375, 1.97414, -1.54551)  -0.463
C (1.06655, 3.06982, -3.29391)  -0.577
C (2.09362, 3.14071, -4.22978)  -0.253
C (1.99401, 3.99158, -5.31969)  -1.023
C (0.86370, 4.77879, -5.48710)  -0.571
C (-0.16082, 4.71376, -4.55538)  -0.900
C (-0.06067, 3.86733, -3.45929)  -0.355
C (1.73922, 0.80338, -2.50494)  0.469
C (0.91561, 0.02915, -3.32447)  -0.160
C (1.36611, -1.16102, -3.86666)  -0.845
C (2.65498, -1.60929, -3.59016)  -0.973
C (3.47693, -0.85712, -2.76801)  -0.720
C (3.02324, 0.34863, -2.23568)  0.044
N (1.49764, 1.39373, 0.82110)  1.031
C (-1.39445, -0.11982, 3.90660)  -0.167
C (-1.31540, -1.49728, 4.05624)  0.024
C (-2.28762, -2.18468, 4.77649)  -1.117
C (-3.34771, -1.50078, 5.34509)  -0.440
C (-3.43474, -0.12144, 5.19514)  -1.014
C (-2.46352, 0.56090, 4.48582)  -0.355
C (0.22519, 1.80605, 3.98412)  0.178
C (0.82317, 1.45211, 5.19148)  -0.526
C (1.46327, 2.40616, 5.96469)  -1.038
C (1.50636, 3.72990, 5.54377)  -0.588
C (0.89592, 4.09021, 4.35368)  -1.079
C (0.25784, 3.13155, 3.57432)  0.077
H (1.20647, -0.73740, 3.35524)  0.884
H (0.32399, -0.85916, 1.82191)  -0.375
H (3.32735, 0.11912, 3.31329)  0.603
H (5.05064, 1.58287, 2.26143)  0.479
H (4.43465, 2.86870, 0.22020)  0.622
H (1.48493, 3.80172, -0.75648)  0.557
H (2.97087, 3.27256, -1.50550)  0.602
H (2.97593, 2.52031, -4.12000)  0.405
H (2.79838, 4.03530, -6.04195)  0.445
H (0.78395, 5.44035, -6.33920)  0.423
H (-1.04243, 5.33015, -4.67684)  0.460
H (-0.86356, 3.82139, -2.73591)  0.280
H (-0.06597, 0.41207, -3.57707)  0.615
H (0.72982, -1.72333, -4.53974)  0.485
H (3.02711, -2.51773, -4.04803)  0.528
H (4.49033, -1.18027, -2.56729)  0.507
H (3.70414, 0.93650, -1.63474)  0.380
H (-0.49537, -2.05919, 3.62700)  0.433
H (-2.20584, -3.25690, 4.90103)  0.439
H (-4.09922, -2.03405, 5.91167)  0.438
H (-4.25621, 0.42171, 5.64296)  0.431
H (-2.52471, 1.63769, 4.38341)  0.427
H (0.76708, 0.42634, 5.54031)  0.411
H (1.91716, 2.12049, 6.90452)  0.467
H (2.00021, 4.47698, 6.15034)  0.437
H (0.90621, 5.12301, 4.03035)  0.486
H (-0.22539, 3.42885, 2.65282)  0.256
N (-2.16032, -0.36877, -1.65126)  -0.024
C (-2.64570, 0.73097, -2.23089)  -0.023
C (-2.95342, 0.68149, -3.64202)  -0.608
C (-3.60675, 1.71801, -4.21813)  -0.981
C (-4.00474, 2.82682, -3.43712)  -0.679
C (-3.69601, 2.93072, -2.06105)  1.080
C (-4.12008, 3.99774, -1.26605)  -1.060
C (-3.80157, 3.97684, 0.11148)  -0.741
C (-2.99544, 3.01119, 0.61096)  -0.537
N (-2.44126, 2.00827, -0.18974)  0.380
C (-2.90215, 1.90424, -1.46987)  0.603
H (-1.87720, -0.37252, -0.68472)  0.029
H (-1.87855, -1.15122, -2.21742)  0.302
H (-2.66548, -0.19636, -4.20638)  0.459
H (-3.84099, 1.70025, -5.27329)  0.444
H (-4.54738, 3.63907, -3.90286)  0.462
H (-4.72287, 4.78695, -1.69144)  0.472
H (-4.19701, 4.72787, 0.78035)  0.493
H (-2.72336, 2.95908, 1.65422)  0.344
S (1.35395, -6.24641, -1.52036)  -0.089
C (0.64247, -4.78468, -0.91106)  0.909
C (1.43020, -3.64375, -1.07223)  -1.008
C (0.89473, -2.42780, -0.66417)  -0.164
N (-0.31605, -2.31907, -0.12486)  -0.026
C (-1.06800, -3.41805, -0.00159)  -0.639
C (-0.64713, -4.67765, -0.38675)  -0.786
C (0.75005, -7.56922, -0.60535)  1.026
C (0.29216, -7.49244, 0.71722)  -0.404
C (-0.10747, -8.67335, 1.31198)  -0.428
N (-0.07890, -9.85699, 0.69419)  -0.438
C (0.36761, -9.92236, -0.55579)  -0.392
C (0.80846, -8.81131, -1.25774)  -0.496
H (2.42174, -3.68895, -1.50172)  0.566
H (1.46552, -1.51144, -0.78969)  0.352
H (-2.05177, -3.28448, 0.43300)  0.565
H (-1.31126, -5.52653, -0.30690)  0.659
H (0.29630, -6.56855, 1.27572)  0.560
H (-0.45881, -8.67569, 2.33643)  0.385
H (0.38100, -10.90227, -1.01665)  0.390
H (1.16952, -8.90389, -2.27364)  0.415

Results
Net charge: +2
Expectation value of S²: 6.08
2S+1: 5
F_max, eV Å⁻¹: 0.2
Orbital gap (alpha / beta), eV: 4.334 / 3.016
Molecular weight, u: 997.09
E_LUMO (alpha / beta), eV: -5.740 / -9.688